(1)
# C18H30BeCl2N7O3

A molecular structure, C18H30BeCl2N7O3 at a distorted geometry (ωB97M-V/def2-TZVPD, the OMol25 dataset).

The calculation puts the LUMO energy (spin up / spin down) at 2.66 / 2.65 eV. As for the charge: -1. The energy above the lowest of the compared OMol25 structures with the same formula, charge and spin is 82.3 kJ/mol. The HOMO energy (spin up / spin down) is -3.011 / -3.500 eV. Its gap between HOMO and LUMO (spin up / spin down) is 5.670 / 6.149 eV.

Last column: natural (NBO) charge in e.
Positions of all 61 atoms, in Å:
O: 0.63951 0.42259 -0.49853  -0.75
C: -0.31008 0.65022 -1.30908  0.35
C: -0.26640 1.84563 -2.24079  -0.12
C: 0.27820 3.05045 -1.81476  -0.21
H: 0.49490 3.19642 -0.75859  0.28
C: 0.57713 4.01021 -2.77254  -0.20
H: 1.07351 4.90773 -2.43611  0.20
C: 0.22699 3.80811 -4.10123  -0.24
H: 0.46135 4.57686 -4.85028  0.20
C: -0.42127 2.62667 -4.47151  -0.25
H: -0.73619 2.47863 -5.50778  0.20
C: -0.67296 1.63306 -3.55852  -0.16
H: -1.18357 0.69692 -3.81364  0.20
H: -0.72798 -0.27411 -1.76418  0.12
C: -2.40522 -0.42457 0.33307  -0.69
C: -1.90674 0.97539 0.08601  -0.60
H: -3.50267 -0.43800 0.42339  0.19
H: -2.02565 -0.82531 1.27727  0.23
H: -2.12296 -1.12966 -0.46817  0.20
C: -2.86609 1.77717 -0.76341  -0.11
C: -4.33134 1.73472 -0.58909  -0.70
H: -2.48990 2.51998 -1.43962  0.18
H: -4.76058 2.59755 -1.15820  0.21
H: -4.65737 1.83911 0.48202  0.23
H: -4.78847 0.80488 -1.01490  0.20
Be: -0.86184 1.53641 1.24375  1.57
Cl: 0.98650 2.65676 1.30638  -0.80
Cl: -2.19601 2.72397 1.59453  -0.69
H: 4.40621 1.84956 -1.62292  0.17
H: 5.03391 1.38419 0.65645  0.18
C: 3.36023 1.69324 -1.32365  -0.39
C: 4.04187 0.98431 0.92215  -0.43
N: 3.30410 0.70114 -0.28177  -0.43
H: 2.78515 1.35252 -2.18217  0.21
C: 2.52828 -0.39714 -0.38640  0.59
O: 2.43798 -1.28336 0.51462  -0.76
H: 4.15551 0.06414 1.52169  0.22
H: 2.05440 -0.49651 -1.35307  0.15
H: 2.96499 2.65257 -0.96645  0.22
H: 3.51359 1.75042 1.52515  0.23
H: -0.13082 -6.14051 1.43048  0.18
H: 1.91167 -5.23302 0.24807  0.18
C: -0.71924 -5.32876 1.02498  -0.42
C: 1.28218 -4.42838 -0.15334  -0.42
N: 0.14735 -4.20808 0.74201  -0.42
H: -1.46914 -5.00400 1.73604  0.24
C: -0.09929 -2.99205 1.26216  0.51
O: -1.06854 -2.77635 2.04818  -0.72
H: 1.87453 -3.50094 -0.23908  0.26
H: 0.62201 -2.19864 0.93731  0.21
H: -1.18835 -5.66738 0.10773  0.19
H: 0.92040 -4.73526 -1.14633  0.18
N: -1.45840 -1.79231 4.87142  -0.62
N: -0.77987 -0.89860 4.08929  0.18
N: 0.57364 -0.95667 3.97094  -0.30
C: 0.76898 -0.12827 2.95054  0.20
N: -0.39472 0.35869 2.42820  -0.47
N: -1.39784 -0.17026 3.18846  0.00
H: -2.34842 -1.98468 4.42143  0.40
H: -0.88562 -2.61370 5.00872  0.39
H: 1.74838 0.16628 2.63369  0.26

Cartesian forces (eV/Å) of the 2 atoms listed first:
-1.9 0.8 -0.7
0.8 -0.4 0.6

(2)
# C18H30DyNO2P2

A molecular structure, C18H30DyNO2P2 at a distorted geometry (ωB97M-V/def2-TZVPD, the OMol25 dataset).

The calculation puts the LUMO energy (spin up / spin down) at -6.19 / -7.55 eV. As for the charge: +2. The HOMO energy (spin up / spin down) is -13.934 / -12.836 eV. Its gap between HOMO and LUMO (spin up / spin down) is 7.740 / 5.288 eV. As for the multiplicity: 6.

Last column: Löwdin charge in e.
Positions of all 54 atoms, in Å:
Dy: 0.63093 -0.84020 -0.03239  1.22
P: -1.65373 -1.06336 1.92063  0.80
C: -2.63308 -1.53736 0.50286  -0.25
C: -2.64889 -0.83824 -0.74456  -0.34
N: -1.49930 -0.19919 -1.20817  -0.03
C: -1.62192 0.66938 -2.25468  -0.29
C: -2.84106 0.83774 -2.93063  0.01
C: -3.94354 0.03955 -2.59202  -0.01
C: -3.82970 -0.84117 -1.54027  0.00
C: -0.41295 1.50186 -2.69285  -0.28
P: 1.24065 0.85456 -2.16352  0.78
H: -4.62066 -1.53228 -1.28499  0.13
H: -2.94262 1.58156 -3.73996  0.14
H: -4.90849 0.12287 -3.13056  0.14
H: -0.36274 1.63246 -3.79211  0.11
H: -0.46695 2.52856 -2.27914  0.11
H: -1.02778 -3.23385 -0.21714  0.05
H: -3.17775 -2.47910 0.50057  0.10
H: 3.82417 -2.70557 -2.61904  0.05
O: -0.09031 -3.10520 -0.07555  -0.16
H: 0.25169 -3.57192 -0.85307  0.09
H: 2.18492 0.22345 0.36961  -0.01
O: 3.98782 -2.20501 -1.82601  -0.01
H: 3.65960 -2.67025 -1.11046  -0.02
C: 1.75582 0.00487 -3.70229  -0.26
H: 1.63703 0.66206 -4.57416  0.06
H: 2.81416 -0.26775 -3.59633  0.05
H: 1.14544 -0.89236 -3.85828  0.05
C: 2.27413 2.37500 -2.27152  -0.24
H: 3.22817 2.19455 -1.74585  0.05
H: 2.48965 2.63517 -3.32477  0.07
H: 1.75228 3.21801 -1.78775  0.06
C: -2.89852 0.11423 2.49637  -0.23
H: -3.72468 -0.40547 2.97926  0.07
H: -2.47035 0.85672 3.15723  0.05
H: -3.30814 0.61718 1.61604  0.06
C: -1.62846 -2.50473 3.06543  -0.25
H: -1.01978 -2.29411 3.96021  0.05
H: -2.61732 -2.79610 3.44116  0.06
H: -1.17377 -3.40161 2.61613  0.05
C: 2.88934 -0.42280 1.25098  -0.14
C: 2.60948 0.59222 2.32508  -0.33
C: 1.63837 0.31808 3.28149  -0.07
C: 1.27752 1.38102 4.10759  -0.06
C: 1.87567 2.63403 3.91217  -0.05
C: 2.74381 2.89057 2.84273  -0.04
C: 3.11011 1.85002 2.01266  -0.05
H: 3.92696 -0.47146 0.88550  0.11
H: 2.59018 -1.44973 1.52673  0.08
H: 1.09101 -0.63947 3.27839  0.09
H: 0.61214 1.21108 4.93740  0.11
H: 1.72804 3.44167 4.62482  0.12
H: 3.25787 3.82382 2.66834  0.12
H: 3.57752 1.94691 1.02919  0.12

Cartesian forces (eV/Å) of the 2 atoms listed first:
-2.0 -1.1 0.3
-0.1 -0.4 -0.3

(3)
# C18H30FFeO18

A molecular structure, C18H30FFeO18 at a distorted geometry (ωB97M-V/def2-TZVPD, the OMol25 dataset).

The calculation puts the LUMO energy (spin up / spin down) at -1.48 / -3.92 eV. As for the charge: 0. The energy above the lowest of the compared OMol25 structures with the same formula, charge and spin is 1180.2 kJ/mol. The HOMO energy (spin up / spin down) is -7.636 / -7.601 eV. Its gap between HOMO and LUMO (spin up / spin down) is 6.160 / 3.680 eV. As for the multiplicity: 6.

Last column: natural (NBO) charge in e.
Positions of all 68 atoms, in Å:
Fe: -0.16618 -0.75073 -2.73738  1.39
C: -1.84364 2.75689 -5.94535  -0.72
C: -1.36947 1.70624 -5.04522  0.74
O: -0.25711 1.16747 -5.16256  -0.79
O: -1.96519 1.44505 -3.95424  -0.79
H: -1.78505 2.22904 -6.89721  0.23
H: -1.15956 3.60399 -5.89480  0.23
H: -2.80247 3.06892 -5.53135  0.23
C: -0.70106 -0.86806 2.24903  -0.73
C: -0.85006 -0.86065 0.77696  0.75
O: -0.18145 -0.00087 0.23888  -0.60
O: -1.32285 -1.65850 -0.02280  -0.69
H: -0.95713 0.04327 2.78942  0.25
H: 0.29318 -1.25059 2.47983  0.24
H: -1.33349 -1.71412 2.51795  0.23
C: -0.26716 -5.57432 -4.55315  -0.75
C: -0.30715 -4.22664 -4.05100  0.75
O: -1.12082 -3.33307 -4.35823  -0.36
O: 0.63560 -3.70459 -3.46155  -0.41
H: -0.08173 -5.59788 -5.62701  0.27
H: -1.10495 -6.22103 -4.29245  0.26
H: 0.56519 -6.11257 -4.09973  0.26
C: -5.45614 -6.04095 -0.91249  -0.14
C: -5.48465 -4.50748 -1.00224  0.45
O: -4.78093 -4.14057 0.24223  -0.50
C: -4.04438 -5.20572 0.73208  0.97
O: -3.15998 -5.22573 1.63748  -0.57
O: -4.28936 -6.27852 -0.05972  -0.49
F: -6.66585 -3.92213 -0.78889  -0.31
H: -5.30500 -6.57222 -1.85216  0.21
H: -6.42564 -6.37915 -0.54669  0.21
H: -4.98851 -4.04033 -1.85297  0.17
C: 3.55359 0.89350 7.29494  -0.26
O: 2.87228 -0.33544 7.50781  -0.48
C: 1.65445 -0.51179 7.15616  0.99
O: 1.01158 0.30710 6.51422  -0.66
O: 1.18245 -1.66948 7.65425  -0.50
C: -0.02718 -2.14009 7.21694  -0.26
H: 3.49389 1.65074 8.07667  0.19
H: 3.39937 1.40913 6.34708  0.21
H: 4.61843 0.66137 7.27677  0.19
H: -0.43837 -2.48693 8.16495  0.19
H: 0.16064 -3.01898 6.60019  0.18
H: -0.54624 -1.39877 6.60939  0.22
C: -0.14095 8.82881 -0.56014  -0.25
O: -0.33262 8.12163 0.74624  -0.52
C: -0.31941 6.76783 0.83695  0.98
O: -0.19084 5.95753 -0.15164  -0.67
O: -0.43544 6.33867 2.10110  -0.50
C: -0.77323 4.97929 2.30296  -0.25
H: -0.04338 9.90653 -0.42935  0.20
H: -0.91073 8.56012 -1.28357  0.20
H: 0.77347 8.42033 -0.99034  0.20
H: -0.91314 4.85574 3.37686  0.19
H: -0.03627 4.28393 1.90113  0.21
H: -1.78826 4.88752 1.91644  0.19
C: 4.40241 2.23272 -1.24786  -0.28
O: 5.03237 1.01591 -1.77304  -0.49
C: 4.29280 0.15895 -2.45694  1.00
O: 3.05468 -0.00575 -2.49974  -0.70
O: 5.09298 -0.48326 -3.25812  -0.49
C: 4.67505 -1.65626 -4.01175  -0.26
H: 3.31998 2.18109 -1.36524  0.22
H: 4.61121 3.13553 -1.82183  0.20
H: 4.58706 2.46297 -0.19858  0.20
H: 3.73347 -1.68595 -4.56007  0.20
H: 4.63847 -2.45938 -3.27570  0.19
H: 5.41813 -1.99920 -4.73169  0.20

Cartesian forces (eV/Å) of the 2 atoms listed first:
-0.9 1.6 0.6
-0.3 0.0 0.0